# C20H53Ca3N3O12S

C20H53Ca3N3O12S as an isolated structure in a non-equilibrium geometry (ωB97M-V with the def2-TZVPD basis set, the OMol25 dataset).

Output
ΔE to the lowest compared entry with this formula, charge and spin: 0.0456 eV
HOMO-LUMO gap: 9.33 eV
highest occupied orbital energy: -19.55 eV
LUMO: -10.2 eV

Geometry as ORCA input:
```
! RIJCOSX wB97M-V def2-TZVPD def2/J DEFGRID3
* xyz 4 1
Ca -2.21078 -3.30716 -0.63379
Ca 1.38582 1.46122 -1.96381
Ca 0.87399 -0.11063 3.27417
S -0.08092 -0.41188 -0.21622
O 1.20041 -0.59986 -0.91015
O -0.53663 0.85009 -0.81232
O -1.03588 -1.47357 -0.50970
O 0.08173 -0.30091 1.25188
C -3.45917 1.07869 -1.98203
O -3.44266 1.02660 -0.56268
H -3.03064 0.14351 -2.36345
H -4.31834 1.25432 -2.63106
H -2.80305 1.90460 -2.28606
H -2.54064 1.27389 -0.32681
C -5.06964 -1.69066 0.95989
O -3.72557 -1.60365 0.48027
H -5.64091 -2.56525 0.65662
H -5.17264 -1.62303 2.04723
H -5.61020 -0.79982 0.62617
H -3.54916 -0.66199 0.28118
C -4.98872 -2.19778 -2.43831
O -3.58970 -2.40198 -2.30331
C -2.95983 -2.37908 -3.59262
C -1.43403 -2.49970 -3.42331
N -1.09248 -3.75360 -2.73940
C 0.33141 -3.78445 -2.29925
C 0.47995 -4.95259 -1.32366
O -0.41974 -4.81192 -0.21376
C -0.40315 -6.04266 0.54688
H -5.23696 -1.31016 -3.02172
H -5.59275 -2.21667 -1.53636
H -5.43926 -3.01954 -3.01183
H -3.20061 -1.43069 -4.08944
H -3.44091 -3.09086 -4.27312
H -1.14590 -1.62379 -2.84684
H -0.99547 -2.44748 -4.42334
H -1.14220 -4.45961 -3.47220
H 0.55280 -2.84948 -1.78532
H 1.02417 -3.88997 -3.13572
H 1.50772 -4.99867 -0.95792
H 0.30999 -5.86406 -1.90503
H -0.95158 -6.80325 -0.00808
H -0.83342 -5.95103 1.54375
H 0.63024 -6.34911 0.71285
C -0.69453 3.66870 -0.35500
O 0.18873 3.57390 -1.48657
C 0.97540 4.78983 -1.61340
C 1.95459 4.57823 -2.77853
N 2.75879 3.40107 -2.43482
C 3.62849 3.01162 -3.58099
C 4.40187 1.74054 -3.10682
O 3.42672 0.70708 -2.92681
C 3.99262 -0.59815 -2.73554
H -1.10925 4.64729 -0.11419
H -0.27339 3.11720 0.48575
H -1.58625 3.12545 -0.68202
H 1.60306 4.91067 -0.72786
H 0.28355 5.59738 -1.83671
H 2.55626 5.47402 -2.95068
H 1.40897 4.39631 -3.70604
H 3.44088 3.62589 -1.71143
H 4.35694 3.79312 -3.79876
H 3.07809 2.71641 -4.47311
H 4.77273 1.97994 -2.10471
H 5.17575 1.49569 -3.83000
H 3.24674 -1.32238 -2.40821
H 4.70224 -0.49662 -1.90954
H 4.43526 -1.00928 -3.64128
C -2.12899 1.65884 2.78184
O -0.74920 1.76833 3.19278
C -0.50212 2.87765 4.05195
C 0.98191 2.97012 4.37839
N 1.45648 1.67770 4.89105
C 2.87592 1.71569 5.27782
C 3.37975 0.35801 5.72543
O 2.83483 -0.66676 4.88000
C 3.29044 -1.97799 5.24232
H -2.32463 2.43464 2.03509
H -2.81039 1.82747 3.61360
H -2.20459 0.69568 2.28463
H -1.09233 2.81563 4.97268
H -0.79474 3.81120 3.56071
H 1.18207 3.77109 5.09680
H 1.54112 3.26969 3.48721
H 0.83315 1.34592 5.62389
H 2.98471 2.42587 6.10358
H 3.49776 2.11357 4.47433
H 3.13121 0.19544 6.77927
H 4.46767 0.28715 5.65704
H 2.92852 -2.24361 6.23650
H 4.37056 -2.11482 5.18496
H 2.84189 -2.65679 4.51312
*
```